# 1
Here is C25H33O2SeSm as an isolated structure at a distorted geometry from the Open Molecules 2025 dataset. Energies are from ωB97M-V/def2-TZVPD.

The expectation value of S² is 8.78. As for the HOMO energy (spin up / spin down): -6.18 / -6.19 eV. As for the multiplicity: 6. For the total energy, the calculation gives -113800.9424 eV.

```
62
C25H33O2SeSm (ωB97M-V/def2-TZVPD)
H -3.126 1.185 1.171
H -4.904 0.172 -0.571
H 1.807 -2.901 -2.751
Sm -0.399 0.878 -0.247
C 4.707 0.525 4.158
H -0.572 -2.227 -1.152
H 2.550 2.456 5.923
C -2.819 -1.580 -1.723
H -0.349 -2.609 -2.958
H 5.754 0.208 4.166
H 0.189 -5.971 -1.430
C -3.119 0.936 -3.397
H 2.268 -4.320 -0.259
O -0.707 -4.200 -1.651
H -2.974 -2.197 -0.840
C -0.107 -2.894 -1.910
H 4.167 -0.859 2.606
H -0.109 4.232 0.293
H 1.967 -2.145 -1.197
H 0.057 -4.914 0.050
C -0.625 3.336 0.642
C 1.761 1.500 -1.830
C 1.981 1.142 4.291
O -2.323 -0.191 -1.343
C 4.282 1.558 5.009
C -3.547 0.180 -2.184
H -5.516 0.854 -2.073
C 2.414 0.187 3.339
C 2.526 1.197 0.342
H -3.956 1.010 -4.083
Se 1.250 -0.752 2.186
C 2.898 1.785 5.142
C 1.490 2.696 -1.088
H 2.872 -0.382 -1.144
C 1.702 -4.386 -1.194
C -4.068 -1.223 -2.446
H -0.967 0.838 2.840
H -2.073 -2.010 -2.360
H 1.090 3.642 -1.458
C 2.398 0.572 -0.921
H 3.076 0.861 1.228
C -0.113 2.493 1.672
C 1.950 2.475 0.248
H 1.990 3.201 1.067
H 1.529 1.300 -2.876
H -2.847 1.961 -3.171
C -4.642 0.816 -1.410
C -1.099 1.553 2.015
H 5.007 2.141 5.587
H -2.522 3.241 -0.536
H -2.324 0.487 -3.981
H 2.251 -4.938 -1.966
C 1.437 -2.945 -1.728
C 0.300 -4.985 -1.001
C 3.811 -0.106 3.305
C -1.904 2.853 0.264
H -4.390 1.817 -1.090
H -3.999 -1.638 -3.450
H -4.942 -1.555 -1.866
C -2.208 1.754 1.134
H 0.917 1.350 4.393
H 0.849 2.536 2.212
```

# 2
Here is C25H34BFN6Pt as an isolated structure from the Open Molecules 2025 dataset. Energies are from ωB97M-V/def2-TZVPD.

As for the HOMO energy (spin up / spin down): -7.89 / -7.89 eV. As for the multiplicity: 1. For the total energy, the calculation gives -42059.8070 eV.

```
68
C25H34BFN6Pt (ωB97M-V/def2-TZVPD)
C 0.737 -3.990 -0.680
C 0.105 3.371 2.659
C 2.249 -1.376 2.314
H -1.831 2.252 -3.649
C -2.726 1.006 -2.063
N -2.076 -1.822 0.109
C 0.942 2.795 -3.481
H 0.503 -0.711 3.373
C 2.279 -2.661 2.853
H 2.164 -2.702 0.307
H -3.779 0.904 -2.263
C -0.545 2.401 3.649
C -2.722 -2.989 -0.031
H 0.453 2.851 1.766
C -1.730 1.679 -2.744
H -3.510 2.012 4.132
H -1.823 3.876 4.596
C 3.344 -3.519 2.616
H 3.347 0.045 1.140
H -0.274 -5.336 -2.086
H 0.668 2.215 -4.366
C -3.003 1.540 3.309
H -1.502 2.458 5.604
H 5.273 -1.476 0.723
C -1.642 1.621 2.979
F 5.441 -3.893 1.614
H -0.248 3.678 5.364
C 4.424 -1.793 1.314
N -0.860 0.691 -0.954
H 1.475 -5.215 -2.306
H 2.850 1.134 -2.411
H 0.285 3.664 -3.426
H -3.945 -0.586 -0.024
C 4.398 -3.066 1.846
C -1.801 -3.974 -0.283
H 0.956 3.875 3.120
H -0.615 4.130 2.345
H 0.218 1.693 3.980
N -2.175 0.421 -0.992
H 0.914 -4.781 0.056
N -2.596 0.365 1.483
B -2.767 -0.424 0.155
C 3.345 -0.958 1.554
C 0.574 -4.653 -2.054
H 2.815 -3.590 -1.069
H 1.591 0.104 -3.109
Pt 0.103 -0.109 0.787
C -0.556 -3.318 -0.301
H 1.759 -2.197 -1.334
C -3.561 0.740 2.335
C 1.938 -3.062 -0.690
C 1.830 0.769 -2.276
H 1.105 2.561 -1.361
H 1.793 0.180 -1.357
C 1.094 -0.457 2.490
N -0.728 -2.025 -0.036
H -3.797 -3.022 0.030
H 3.370 -4.521 3.021
H 1.964 3.150 -3.618
N -1.419 0.909 1.879
H 1.440 0.593 2.616
H -4.578 0.426 2.175
H 0.421 -3.891 -2.821
C -0.560 1.451 -2.001
C -1.064 3.143 4.877
H 1.443 -3.007 3.451
H -1.991 -5.018 -0.466
C 0.844 1.938 -2.224
```